Molecular formula: C24H36NP2SbScSe4
Method: DFT, wB97M-V/def2-TZVPD

Geometry as XYZ:
```
69
Properties=species:S:1:pos:R:3:mulliken_charge:R:1
Sc -0.106 -1.208 -0.010 -1.23
C 3.999 0.618 -2.404 -1.43
C 3.351 -0.536 -1.641 0.47
C 3.502 -0.318 -0.130 -1.33
P 1.577 -0.822 -2.058 1.01
C 1.427 -1.761 -3.642 0.58
C 2.583 -1.581 -4.625 -1.59
C 1.191 -3.240 -3.345 -1.49
C 0.806 0.799 -2.324 0.07
C 0.731 1.402 -3.577 -0.32
C 0.099 2.623 -3.737 -0.94
C -0.482 3.242 -2.636 -0.86
C -0.431 2.658 -1.386 -0.04
C 0.219 1.432 -1.209 -0.36
N 0.242 0.765 0.035 1.32
C 0.337 1.540 1.205 -0.98
C 1.134 2.691 1.251 0.02
C 1.254 3.411 2.421 -0.85
C 0.600 3.005 3.580 -0.97
C -0.175 1.860 3.552 -0.52
C -0.315 1.120 2.381 0.27
P -1.275 -0.407 2.268 1.12
C -3.059 0.051 2.255 1.02
C -3.590 0.502 3.610 -1.58
C -3.292 1.137 1.198 -1.39
C -0.893 -1.377 3.779 0.57
C 0.598 -1.708 3.791 -1.56
C -1.749 -2.640 3.804 -1.43
H 5.021 0.760 -2.052 0.47
H 3.452 1.547 -2.230 0.25
H 4.038 0.447 -3.477 0.29
H 3.849 -1.479 -1.902 0.58
H 3.027 0.615 0.183 0.18
H 4.557 -0.269 0.138 0.51
H 3.062 -1.138 0.451 0.27
H 0.521 -1.341 -4.102 0.45
H 3.535 -1.899 -4.197 0.32
H 2.692 -0.552 -4.965 0.28
H 2.402 -2.200 -5.504 0.48
H 2.076 -3.691 -2.884 0.35
H 1.005 -3.775 -4.276 0.47
H 0.336 -3.392 -2.684 0.24
H 1.178 0.922 -4.437 0.32
H 0.054 3.088 -4.710 0.47
H -0.992 4.186 -2.754 0.45
H -0.906 3.145 -0.547 0.51
H 1.658 3.019 0.362 0.52
H 1.874 4.297 2.437 0.45
H 0.700 3.571 4.493 0.47
H -0.674 1.535 4.456 0.41
H -3.586 -0.861 1.936 0.04
H -3.146 1.457 3.902 0.31
H -3.403 -0.220 4.405 0.37
H -4.667 0.653 3.548 0.47
H -2.879 2.090 1.534 0.29
H -4.364 1.271 1.041 0.52
H -2.847 0.886 0.234 0.10
H -1.130 -0.770 4.660 0.39
H 0.869 -2.329 2.923 0.22
H 0.848 -2.296 4.675 0.47
H 1.227 -0.816 3.785 0.32
H -1.622 -3.224 2.886 0.25
H -2.811 -2.422 3.913 0.30
H -1.450 -3.272 4.641 0.47
Se -4.360 -3.755 -3.532 -0.15
Sb -4.418 -2.066 -1.696 0.85
Se -5.784 -0.270 -2.173 -0.42
Se -5.202 -3.087 0.434 -0.24
Se -2.023 -1.621 -1.323 0.13
```

Calculated total energy   -334159.47604 eV
Energy above the lowest of the compared OMol25 structures with the same formula, charge and spin   0.0 kJ/mol
Total charge   +1
LUMO energy (alpha / beta)   -0.1873 / -0.1884 Eh